A 2-piece molecular cluster, C5H10O2 overall, computed with ωB97M-V with the def2-TZVPD basis set.

Structure (XYZ):
```
17
C5H10O2 (ωB97M-V with the def2-TZVPD basis set)
C -1.561 0.443 1.163
C -1.234 1.274 -0.048
O 0.297 -1.874 0.266
C 1.456 -1.533 0.392
C 2.055 -0.287 -0.193
C -1.009 0.855 -1.296
O -0.905 -0.415 -1.759
H -0.772 0.478 1.927
H -1.733 -0.609 0.922
H -2.473 0.828 1.634
H -1.233 2.352 0.090
H 2.133 -2.175 0.986
H 3.134 -0.401 -0.324
H 1.881 0.548 0.499
H 1.569 -0.037 -1.140
H -0.882 1.571 -2.106
H -0.725 -1.017 -1.012
```

## Properties
Structure (SMILES) ... C/C=C\O.CC=O


A 3-piece molecular cluster, C5H10O2 overall, computed with ωB97M-V with the def2-TZVPD basis set.

Structure (XYZ):
```
17
C5H10O2 (ωB97M-V with the def2-TZVPD basis set)
O 2.614 0.479 0.850
C 2.575 -0.295 -0.074
C -0.110 -1.579 0.050
C -0.895 -0.519 0.161
C -1.898 0.205 -0.704
O -2.185 1.117 0.369
C -1.228 0.483 1.238
H 1.128 1.932 -0.181
H 2.928 -1.340 0.023
H 2.188 -0.007 -1.070
H 0.505 -1.908 0.884
H -0.064 -2.161 -0.868
H 0.567 2.092 -0.646
H -2.776 -0.385 -0.999
H -1.494 0.718 -1.586
H -0.412 1.161 1.520
H -1.693 0.072 2.143
```

## Properties
Structure (SMILES) ... C=C1COC1.[H][H].C=O


Which HOMO-LUMO gap belongs to each record? In order, 0.3405; 0.3744 hartree.
Which ΔE to the lowest compared entry with this formula, charge and spin belongs to each record? In order, 1.939; 4.727 eV.
Which E_HOMO belongs to each record? In order, -8.43; -9.46 eV.